Molecular formula: C23H65BN11O13Pd
Method: DFT, ωB97M-V/def2-TZVPD

Spin multiplicity   3
Charge   -1
Total energy   -72056.2882 eV
HOMO-LUMO gap (alpha / beta)   5.609 / 4.345 eV
LUMO level (alpha / beta)   0.04 / -1.11 eV

Each line ends with the Löwdin charge.
Atoms and positions in Å:
1 Pd 0.52654 -1.77646 3.74672  0.887
2 B -0.31932 0.13010 0.38315  -0.445
3 H -0.62163 0.50736 1.34779  -0.129
4 H -0.94976 -0.69302 0.08438  -0.109
5 H -0.41117 0.99463 -0.25590  -0.107
6 H 0.66241 -0.31254 0.45031  -0.127
7 C -1.84314 -5.06491 5.82609  -1.159
8 O -2.40070 -5.92736 6.51271  0.018
9 O -0.80326 -4.61419 6.17531  0.097
10 O -2.18401 -4.57749 4.76281  0.072
11 C 0.34974 6.45780 7.14996  -0.102
12 O -0.22646 5.14593 7.24549  -0.211
13 C 0.65805 4.04185 7.50851  -0.201
14 C -0.22569 2.78338 7.68324  -0.215
15 N -0.93337 2.39241 6.46713  -0.020
16 C -2.23577 1.90427 6.96313  -0.231
17 C -3.17615 2.10968 5.83066  -0.235
18 O -3.49380 3.45290 5.41466  -0.200
19 C -3.70098 3.64489 4.04500  -0.115
20 H 1.00026 6.55522 6.28080  0.085
21 H 0.92687 6.72594 8.03490  0.073
22 H -0.42867 7.21503 7.24366  0.083
23 H 1.19036 4.19605 8.44711  0.111
24 H 1.39159 4.01224 6.70282  0.119
25 H -0.92944 3.05175 8.47116  0.106
26 H 0.44614 2.01068 8.05698  0.115
27 H -1.16653 3.21978 5.93685  0.093
28 H -2.77561 2.38493 7.77900  0.117
29 H -2.20061 0.85671 7.26229  0.128
30 H -4.10520 1.59832 6.08261  0.123
31 H -2.73073 1.60197 4.97512  0.118
32 H -4.61223 3.16266 3.69120  0.084
33 H -2.83403 3.21549 3.54288  0.091
34 H -3.83238 4.71816 3.90750  0.087
35 C 6.07173 9.55222 -4.10804  -0.107
36 O 6.25360 9.53028 -2.66454  -0.206
37 C 6.75330 8.27844 -2.04347  -0.171
38 C 5.61550 7.24986 -1.89807  -0.230
39 N 4.75191 7.70256 -0.81333  -0.052
40 C 3.52493 6.89209 -0.86979  -0.203
41 C 2.37417 7.27416 0.15588  -0.181
42 O 1.93723 8.64074 0.16591  -0.182
43 C 1.10304 8.99472 -0.87292  -0.157
44 H 5.28585 10.25623 -4.38165  0.071
45 H 5.75325 8.62895 -4.59203  0.082
46 H 6.81163 10.15234 -4.63766  0.074
47 H 7.27222 8.42517 -1.09622  0.118
48 H 7.51383 7.85564 -2.69993  0.108
49 H 6.15056 6.35825 -1.57121  0.121
50 H 5.10040 7.10699 -2.84800  0.110
51 H 4.48081 8.66274 -0.97034  0.101
52 H 3.83928 5.85091 -0.79749  0.120
53 H 2.93652 7.01828 -1.77862  0.099
54 H 2.82153 7.05862 1.12620  0.113
55 H 1.49929 6.63500 0.03694  0.116
56 H 1.64059 9.45244 -1.70336  0.085
57 H 0.45145 9.80560 -0.54730  0.081
58 H 0.33923 8.26116 -1.13097  0.091
59 C -6.96929 -11.53692 -2.81214  -0.114
60 O -6.29681 -11.16547 -3.99762  -0.201
61 C -4.88410 -10.88869 -3.84819  -0.192
62 C -4.58005 -9.46975 -4.25330  -0.234
63 N -5.53735 -8.78260 -5.12283  -0.047
64 C -5.16529 -7.33472 -5.26044  -0.207
65 C -4.10290 -7.20728 -6.31936  -0.228
66 O -3.69826 -5.88609 -6.72445  -0.183
67 C -2.70485 -5.18102 -5.93604  -0.092
68 H -6.59831 -12.53407 -2.57518  0.080
69 H -8.02642 -11.73564 -2.98851  0.085
70 H -6.78072 -10.85398 -1.98381  0.091
71 H -4.27927 -11.46118 -4.55142  0.112
72 H -4.49926 -11.17813 -2.87032  0.121
73 H -3.55424 -9.50950 -4.61966  0.107
74 H -4.47321 -8.81838 -3.38589  0.107
75 H -6.45729 -8.86282 -4.71371  0.101
76 H -4.94143 -6.89717 -4.28754  0.111
77 H -6.01088 -6.78316 -5.67137  0.119
78 H -4.66681 -7.50939 -7.20188  0.120
79 H -3.35565 -7.98526 -6.16294  0.109
80 H -1.80234 -5.76038 -5.74134  0.073
81 H -3.01966 -4.90289 -4.93024  0.080
82 H -2.37049 -4.29336 -6.47304  0.081
83 C -6.23840 0.58687 -3.72676  -0.881
84 O -6.26992 -0.57499 -3.41297  0.056
85 N -6.89335 0.97686 -4.72943  0.145
86 N -5.44112 1.50142 -3.40206  0.180
87 H -6.93390 1.89239 -5.15401  0.114
88 H -7.55632 0.27927 -5.03592  0.125
89 H -4.65546 1.12552 -2.89066  0.142
90 H -5.52980 2.37285 -3.90491  0.120
91 C 2.18951 -6.63908 -0.44349  -0.750
92 O 2.16550 -5.77933 0.48190  -0.001
93 N 1.23834 -6.77313 -1.31286  0.152
94 N 3.09271 -7.56527 -0.65815  0.144
95 H 0.60899 -5.98512 -1.36818  0.125
96 H 1.44375 -7.28109 -2.16132  0.106
97 H 2.94076 -8.27506 -1.36044  0.106
98 H 3.45756 -7.76666 0.26186  0.118
99 C 4.56589 1.43028 -4.42835  -0.809
100 O 5.67117 1.63346 -4.98653  -0.021
101 N 3.46736 1.84540 -4.86208  0.166
102 N 4.38310 0.56644 -3.48002  0.164
103 H 3.54384 2.53071 -5.60004  0.127
104 H 2.55952 1.49300 -4.59424  0.128
105 H 5.20993 0.01056 -3.31433  0.123
106 H 3.50290 0.48354 -2.99170  0.122
107 C 6.50016 -1.83269 5.19865  -0.752
108 O 5.39008 -1.43387 4.86334  0.024
109 N 7.59787 -1.10937 5.59172  0.139
110 N 6.81628 -3.04350 4.99559  0.150
111 H 8.49614 -1.51951 5.37963  0.092
112 H 7.56542 -0.23468 6.09568  0.102
113 H 6.05441 -3.61450 4.65850  0.130
114 H 7.53854 -3.53047 5.50676  0.117

***

Molecular formula: C18H29N7O5
Method: DFT, ωB97M-V/def2-TZVPD

Total energy   -39806.2925 eV
HOMO-LUMO gap   7.097 eV
SMILES   C/C(O)=C(/O)C1=Nc2c(nc(N)[nH]c2=O)NC1.CC[C@H](C)[C@H](NC(C)=O)C(=O)NC
LUMO level   0.14 eV

Each line ends with the Löwdin charge.
Atoms and positions in Å:
1 C -5.00394 -4.11343 -4.92392  -0.019
2 C -5.76511 -4.60875 -3.72860  -0.291
3 O -6.84786 -5.40282 -3.92425  0.056
4 C -5.47984 -4.39747 -2.39260  -0.219
5 O -6.32367 -5.02145 -1.48759  0.012
6 C -4.34776 -3.62501 -1.82334  -0.155
7 N -4.18236 -3.79446 -0.52515  0.149
8 C -3.09694 -3.17615 0.12231  -0.132
9 C -2.24938 -2.29393 -0.51336  -0.276
10 N -1.11835 -1.75483 0.05206  0.160
11 C -0.88486 -2.05453 1.29009  -0.441
12 N 0.25530 -1.57995 1.82119  0.165
13 N -1.68706 -2.80865 2.08188  0.193
14 C -2.74324 -3.44832 1.51275  -0.438
15 O -3.34141 -4.22805 2.23986  0.039
16 N -2.45722 -1.93375 -1.81852  0.065
17 C -3.39857 -2.73651 -2.63665  -0.090
18 H -5.06652 -3.02487 -4.99722  0.080
19 H -3.95839 -4.42589 -4.87350  0.079
20 H -5.43546 -4.53862 -5.83514  0.089
21 H -7.14220 -5.61097 -3.01045  0.104
22 H -5.96011 -4.87295 -0.58478  0.116
23 H 0.75309 -0.91992 1.21712  0.056
24 H 0.24629 -1.37816 2.81140  0.111
25 H -1.31380 -3.21607 2.92438  0.168
26 H -1.62017 -1.56181 -2.25579  0.131
27 H -2.81293 -3.37461 -3.30282  0.113
28 H -3.99661 -2.05510 -3.24714  0.112
29 C 5.96734 2.22516 -0.48256  -0.096
30 C 4.80224 1.93592 0.47199  -0.214
31 C 3.84414 3.13491 0.66660  -0.316
32 C 4.53204 4.31680 1.37243  -0.048
33 C 2.53718 2.75032 1.40499  -0.187
34 N 2.81769 2.24661 2.76352  0.128
35 C 2.56069 2.82438 3.93633  -0.552
36 C 1.89079 4.18346 3.98961  0.008
37 O 2.84698 2.25505 4.97670  0.040
38 C 1.71616 1.71948 0.60576  -0.425
39 O 1.81844 0.52171 0.85035  0.022
40 N 0.88583 2.11569 -0.36360  0.049
41 C 0.60251 3.48448 -0.79897  -0.054
42 H 6.53587 1.30876 -0.64248  0.074
43 H 6.63405 2.97394 -0.05639  0.065
44 H 5.58627 2.57642 -1.44183  0.076
45 H 5.20474 1.62685 1.43740  0.115
46 H 4.25209 1.09496 0.05165  0.105
47 H 3.56006 3.48385 -0.32680  0.125
48 H 3.82823 5.14149 1.48246  0.074
49 H 5.37390 4.67460 0.78100  0.074
50 H 4.89514 4.01425 2.35568  0.089
51 H 1.92988 3.64895 1.47894  0.122
52 H 3.21040 1.31883 2.82663  0.151
53 H 0.90999 4.12229 3.52341  0.082
54 H 1.77421 4.47400 5.03285  0.088
55 H 2.50970 4.91789 3.48106  0.067
56 H 0.38477 1.36573 -0.81946  0.146
57 H -0.17044 3.46997 -1.56953  0.091
58 H 1.49773 3.94646 -1.21822  0.079
59 H 0.24049 4.08386 0.03824  0.085